Record 1
167
Properties=species:S:1:pos:R:3:lowdin_charge:R:1 method="wB97M-V/def2-TZVPD" charge=-1 orbital_gap_ev=3.445 multiplicity=1 total_energy_ha=-5814.2478
Sr -27.073 -29.952 19.317 1.297
C -25.379 -32.024 17.638 -1.168
O -26.506 -31.611 17.376 -0.185
O -24.782 -31.612 18.604 -0.128
O -24.809 -32.760 16.780 -0.107
Br -28.521 -28.499 17.026 -0.064
C -32.842 -31.181 17.635 -0.068
O -32.959 -30.455 18.907 -0.188
C -33.739 -29.295 18.773 -0.247
C -33.741 -28.329 17.561 -0.188
N -34.969 -27.488 17.462 -0.062
C -35.229 -26.730 18.674 -0.215
C -36.327 -25.554 18.534 -0.164
O -36.656 -25.104 19.847 -0.226
C -35.773 -24.123 20.435 -0.086
H -33.796 -31.513 17.224 0.089
H -32.311 -32.101 17.877 0.070
H -32.321 -30.650 16.838 0.085
H -33.561 -28.758 19.705 0.111
H -34.758 -29.676 18.842 0.121
H -33.688 -29.023 16.722 0.099
H -32.798 -27.784 17.577 0.112
H -34.973 -26.783 16.738 0.076
H -34.265 -26.429 19.084 0.099
H -35.467 -27.336 19.549 0.105
H -37.319 -25.916 18.265 0.122
H -35.931 -24.783 17.873 0.111
H -36.186 -23.816 21.396 0.083
H -35.793 -23.273 19.753 0.082
H -34.755 -24.495 20.553 0.078
C -26.142 -21.226 13.905 -0.099
O -26.490 -21.794 12.661 -0.184
C -25.525 -22.357 11.865 -0.229
C -26.286 -23.393 10.993 -0.225
N -26.609 -24.653 11.614 -0.031
C -27.631 -25.423 10.884 -0.186
C -28.299 -26.646 11.520 -0.249
O -29.347 -26.308 12.340 -0.215
C -30.077 -27.378 12.903 -0.085
H -25.164 -20.750 13.984 0.090
H -26.250 -21.991 14.672 0.069
H -26.902 -20.594 14.364 0.085
H -24.801 -22.986 12.382 0.127
H -24.972 -21.678 11.217 0.116
H -25.661 -23.611 10.127 0.110
H -27.145 -22.960 10.480 0.109
H -27.065 -24.454 12.492 0.076
H -27.149 -25.793 9.979 0.114
H -28.491 -24.855 10.530 0.114
H -27.594 -27.200 12.140 0.104
H -28.542 -27.357 10.730 0.123
H -30.207 -28.168 12.163 0.081
H -31.087 -27.095 13.201 0.081
H -29.475 -27.807 13.703 0.059
C -23.870 -30.912 14.181 -0.112
O -25.268 -30.866 14.032 -0.169
C -25.906 -29.641 13.841 -0.252
C -27.240 -29.900 13.387 -0.215
N -28.016 -30.690 14.362 -0.002
C -29.307 -31.121 13.769 -0.186
C -29.200 -32.108 12.612 -0.203
O -28.394 -33.249 12.973 -0.173
C -28.678 -34.412 12.253 -0.147
H -23.701 -31.966 14.401 0.086
H -23.531 -30.281 15.002 0.075
H -23.281 -30.565 13.332 0.066
H -25.215 -29.035 13.255 0.124
H -25.995 -29.212 14.839 0.111
H -27.313 -30.279 12.368 0.121
H -27.816 -28.984 13.520 0.077
H -28.263 -29.962 15.016 -0.049
H -29.783 -30.266 13.289 0.088
H -29.950 -31.564 14.530 0.099
H -28.664 -31.721 11.746 0.109
H -30.249 -32.343 12.428 0.111
H -29.721 -34.601 12.508 0.073
H -28.068 -35.265 12.550 0.072
H -28.762 -34.341 11.169 0.075
C -27.265 -26.421 20.140 -0.048
O -27.880 -27.745 20.313 -0.335
C -29.219 -27.668 20.716 -0.239
C -29.822 -29.022 21.036 -0.199
N -29.638 -29.972 19.985 -0.172
C -30.117 -31.284 20.231 -0.198
C -29.212 -32.132 21.096 -0.175
O -27.888 -31.908 20.564 -0.335
C -27.175 -33.138 20.344 -0.071
H -27.792 -25.889 19.349 0.087
H -26.197 -26.457 19.926 0.078
H -27.400 -25.801 21.026 0.087
H -29.887 -27.233 19.973 0.122
H -29.297 -27.098 21.642 0.125
H -30.910 -29.059 21.095 0.124
H -29.339 -29.405 21.935 0.126
H -30.018 -29.458 19.203 0.048
H -30.375 -31.771 19.291 0.110
H -31.060 -31.114 20.751 0.111
H -29.598 -33.151 21.141 0.122
H -29.175 -31.989 22.176 0.117
H -27.259 -33.403 19.290 0.089
H -27.354 -34.003 20.984 0.089
H -26.132 -32.901 20.550 0.083
C -26.703 -26.119 14.847 -0.134
O -26.628 -24.759 15.178 -0.197
C -27.809 -24.248 15.727 -0.215
C -28.740 -23.771 14.564 -0.208
N -30.049 -23.479 15.101 -0.039
C -30.938 -23.429 13.921 -0.191
C -32.439 -23.138 14.298 -0.190
O -33.012 -23.873 15.395 -0.198
C -32.883 -25.294 15.351 -0.100
H -26.357 -26.671 15.721 0.061
H -25.981 -26.216 14.036 0.088
H -27.643 -26.520 14.467 0.060
H -27.676 -23.437 16.443 0.113
H -28.261 -25.053 16.305 0.101
H -28.834 -24.719 14.035 0.086
H -28.320 -23.033 13.881 0.111
H -30.362 -24.232 15.697 0.090
H -30.904 -24.404 13.434 0.093
H -30.782 -22.643 13.182 0.120
H -33.074 -23.411 13.455 0.105
H -32.600 -22.061 14.353 0.110
H -33.465 -25.566 16.232 0.067
H -31.882 -25.697 15.503 0.076
H -33.197 -25.740 14.408 0.091
C -25.267 -33.760 11.523 -0.096
O -25.289 -34.089 12.926 -0.168
C -25.104 -35.507 13.217 -0.207
C -25.379 -35.971 14.653 -0.193
N -26.694 -35.529 15.108 -0.031
C -26.846 -35.674 16.518 -0.252
C -28.228 -35.241 17.044 -0.167
O -28.505 -33.788 16.768 -0.178
C -29.891 -33.312 16.852 -0.092
H -24.550 -34.476 11.121 0.069
H -24.853 -32.784 11.265 0.081
H -26.223 -33.873 11.011 0.065
H -24.121 -35.932 13.018 0.103
H -25.697 -36.107 12.527 0.099
H -24.677 -35.657 15.425 0.122
H -25.326 -37.055 14.554 0.104
H -27.396 -36.147 14.727 0.102
H -25.997 -35.219 17.028 0.112
H -26.811 -36.690 16.912 0.100
H -28.043 -35.468 18.094 0.088
H -28.982 -36.001 16.843 0.102
H -30.196 -33.557 17.869 0.062
H -30.486 -33.900 16.153 0.076
H -29.960 -32.258 16.582 0.069
C -24.003 -28.566 22.877 -0.059
C -24.920 -28.504 21.641 -0.399
C -24.171 -28.249 20.321 -0.165
O -24.972 -28.539 19.153 -0.338
C -24.205 -28.630 17.957 -0.080
N -25.762 -29.735 21.673 0.009
H -23.390 -29.467 22.859 0.087
H -24.495 -28.549 23.850 0.069
H -23.489 -27.624 23.070 0.075
H -25.572 -27.630 21.650 0.106
H -23.232 -28.797 20.246 0.134
H -23.974 -27.178 20.362 0.123
H -24.858 -29.175 17.275 0.084
H -23.463 -29.418 18.088 0.093
H -23.779 -27.698 17.587 0.096
H -25.021 -30.417 21.597 0.088
H -26.198 -29.734 22.584 0.084

Record 2
166
Properties=species:S:1:pos:R:3:lowdin_charge:R:1 method="wB97M-V/def2-TZVPD" smiles=COC[C@H](C)N.COC[C@H](C)N.COCCNCCOC.COCCNCCOC.COCCNCCOC.COCCNCCOC.CC(C)O.CC(C)O.CC(C)O orbital_gap_ev=8.653 multiplicity=1 total_energy_ha=-2932.0371 e_above_lowest_ev=1.4831
C 18.619 5.229 -8.046 -0.080
O 18.474 5.851 -9.323 -0.198
C 17.796 7.092 -9.311 -0.212
C 17.802 7.668 -10.730 -0.365
C 17.234 9.097 -10.642 -0.073
N 16.783 6.937 -11.496 0.058
H 17.672 4.701 -7.888 0.081
H 18.840 5.924 -7.236 0.088
H 19.370 4.441 -8.057 0.074
H 16.753 6.911 -9.009 0.127
H 18.095 7.794 -8.523 0.122
H 18.772 7.709 -11.223 0.141
H 17.296 9.752 -11.507 0.061
H 17.780 9.627 -9.838 0.074
H 16.240 9.198 -10.198 0.083
H 16.732 7.341 -12.427 0.047
H 15.874 7.172 -11.109 0.048
C 12.413 -2.439 -15.824 -0.094
O 11.356 -1.510 -15.678 -0.200
C 11.101 -0.963 -14.412 -0.219
C 12.025 0.224 -14.134 -0.434
C 11.681 0.858 -12.784 -0.064
N 11.870 1.185 -15.232 0.060
H 12.936 -2.251 -16.756 0.088
H 11.962 -3.436 -15.817 0.085
H 13.097 -2.483 -14.971 0.086
H 10.046 -0.729 -14.266 0.132
H 11.317 -1.676 -13.602 0.123
H 13.059 -0.142 -14.090 0.130
H 12.504 1.495 -12.464 0.054
H 11.302 0.122 -12.065 0.072
H 10.782 1.486 -12.769 0.079
H 12.700 1.746 -15.361 0.036
H 11.739 0.561 -16.024 0.062
C 16.037 1.790 -15.430 -0.120
O 14.876 2.324 -14.864 -0.199
C 14.624 3.681 -15.183 -0.210
C 15.057 4.727 -14.165 -0.189
N 16.482 5.033 -14.158 -0.054
C 17.111 5.764 -15.249 -0.172
C 16.537 7.192 -15.465 -0.180
O 17.240 7.974 -14.481 -0.210
C 16.625 9.241 -14.417 -0.139
H 16.245 0.819 -14.978 0.087
H 16.925 2.409 -15.262 0.075
H 15.968 1.612 -16.511 0.089
H 13.532 3.737 -15.145 0.114
H 14.967 3.956 -16.184 0.121
H 14.764 4.459 -13.149 0.113
H 14.475 5.641 -14.354 0.096
H 16.824 5.251 -13.233 0.068
H 16.865 5.145 -16.117 0.105
H 18.191 5.809 -15.141 0.093
H 15.480 7.147 -15.194 0.105
H 16.706 7.621 -16.453 0.123
H 15.757 9.248 -13.741 0.084
H 16.160 9.675 -15.310 0.087
H 17.387 9.935 -14.061 0.087
C 20.334 0.804 -14.123 -0.103
O 20.207 -0.348 -13.321 -0.193
C 21.348 -1.157 -13.209 -0.242
C 21.141 -2.356 -12.298 -0.191
N 20.445 -2.010 -11.041 -0.059
C 19.820 -3.030 -10.268 -0.239
C 19.042 -2.493 -9.078 -0.222
O 17.941 -1.683 -9.476 -0.175
C 17.278 -1.111 -8.391 -0.138
H 19.349 1.233 -14.276 0.088
H 20.933 0.741 -15.039 0.087
H 20.960 1.506 -13.555 0.060
H 22.246 -0.659 -12.817 0.125
H 21.594 -1.519 -14.214 0.125
H 22.165 -2.734 -12.268 0.116
H 20.410 -3.047 -12.740 0.116
H 19.880 -1.225 -11.337 0.100
H 20.564 -3.735 -9.878 0.120
H 19.202 -3.752 -10.831 0.118
H 19.695 -1.800 -8.535 0.119
H 18.804 -3.303 -8.384 0.121
H 17.826 -0.379 -7.788 0.090
H 16.800 -1.859 -7.746 0.090
H 16.417 -0.572 -8.799 0.066
C 8.979 9.153 -5.323 -0.104
O 8.779 7.812 -4.911 -0.209
C 9.034 6.820 -5.892 -0.240
C 9.563 5.576 -5.189 -0.199
N 10.939 5.762 -4.721 -0.043
C 11.869 5.867 -5.854 -0.215
C 13.240 5.237 -5.652 -0.220
O 13.955 6.002 -4.680 -0.166
C 13.874 5.377 -3.408 -0.125
H 9.940 9.298 -5.830 0.083
H 8.878 9.754 -4.427 0.089
H 8.274 9.410 -6.122 0.085
H 9.622 7.193 -6.738 0.111
H 8.020 6.685 -6.305 0.126
H 9.478 4.690 -5.816 0.113
H 8.857 5.497 -4.358 0.119
H 10.917 6.670 -4.266 0.106
H 12.035 6.908 -6.150 0.121
H 11.397 5.327 -6.681 0.111
H 13.719 5.199 -6.633 0.113
H 13.056 4.189 -5.397 0.103
H 12.848 5.453 -3.033 0.071
H 14.534 5.893 -2.714 0.084
H 14.054 4.300 -3.334 0.084
C 22.815 3.493 -15.627 -0.105
O 22.539 4.854 -15.851 -0.170
C 22.074 5.725 -14.863 -0.227
C 20.829 5.324 -14.101 -0.239
N 21.094 4.352 -13.073 -0.053
C 19.954 4.227 -12.153 -0.197
C 20.046 3.096 -11.153 -0.204
O 21.022 3.476 -10.188 -0.197
C 21.570 2.411 -9.461 -0.112
H 22.122 3.014 -14.936 0.053
H 23.787 3.382 -15.117 0.085
H 23.057 2.972 -16.551 0.087
H 21.904 6.737 -15.227 0.123
H 22.811 5.815 -14.048 0.120
H 20.227 4.888 -14.917 0.118
H 20.172 6.142 -13.775 0.114
H 21.836 4.555 -12.410 0.117
H 19.023 4.117 -12.716 0.114
H 19.872 5.158 -11.578 0.111
H 20.245 2.147 -11.660 0.100
H 19.091 2.899 -10.652 0.113
H 22.549 2.682 -9.061 0.088
H 21.859 1.552 -10.085 0.083
H 20.790 2.121 -8.745 0.089
C 12.208 8.998 -11.147 -0.065
C 12.177 7.480 -11.129 -0.467
C 11.818 6.839 -12.443 -0.059
O 13.568 7.150 -10.892 -0.094
H 12.628 9.354 -10.203 0.077
H 11.211 9.448 -11.129 0.077
H 12.785 9.455 -11.950 0.078
H 11.520 7.182 -10.309 0.132
H 12.490 7.152 -13.241 0.076
H 10.779 7.112 -12.656 0.083
H 11.838 5.747 -12.431 0.073
H 13.735 6.204 -10.767 0.047
C 13.272 3.203 -10.048 -0.042
C 14.744 3.443 -9.799 -0.473
C 15.708 2.337 -10.265 -0.018
O 15.072 4.669 -10.422 -0.084
H 13.015 3.335 -11.106 0.067
H 12.545 3.807 -9.507 0.077
H 13.082 2.133 -9.926 0.066
H 14.903 3.570 -8.718 0.125
H 16.673 2.663 -9.866 0.066
H 15.791 2.160 -11.336 0.086
H 15.443 1.402 -9.767 0.061
H 16.025 4.837 -10.473 0.068
C 11.466 -0.937 -7.184 -0.062
C 12.294 0.264 -7.619 -0.487
C 12.237 1.424 -6.583 -0.048
O 13.666 -0.034 -7.865 -0.060
H 10.437 -0.599 -7.341 0.080
H 11.601 -1.387 -6.203 0.079
H 11.579 -1.720 -7.939 0.079
H 11.842 0.586 -8.557 0.120
H 11.210 1.780 -6.482 0.078
H 12.840 2.251 -6.951 0.058
H 12.537 1.019 -5.617 0.084
H 14.187 0.180 -7.087 0.081